(1)
Entry from the OMol25 dataset: a single C15H23NO molecule in a non-equilibrium geometry (ωB97M-V with the def2-TZVPD basis set).

Its multiplicity is 1. The calculation puts the HOMO-LUMO gap at 8.58 eV. The value obtained for the calculated total energy is -19453.16050 eV. As for the SMILES: Cc1ccc(OCCCNC2CCCC2)cc1. The calculation puts the energy above the lowest of the compared OMol25 structures with the same formula, charge and spin at 1331.2 kJ/mol.

Last column: Mulliken charge in e.
Element x y z (Å)
O  -1.01  -0.87  2.11  -0.420
N  0.60  1.69  1.61  -0.473
C  1.06  0.89  -0.77  -1.669
C  -1.03  2.22  1.55  -0.873
C  0.32  -4.59  -1.99  -1.389
C  -1.92  0.10  1.91  -0.836
C  -1.90  1.32  0.92  -0.384
C  0.84  -3.23  0.30  -0.894
C  1.67  3.20  -1.39  -0.414
C  -1.29  -3.00  -1.09  -0.585
C  1.71  3.13  0.25  -1.459
C  -1.69  -1.99  0.01  -0.788
C  -0.13  -3.68  -0.97  0.739
C  0.45  -2.34  1.19  -0.720
C  -0.99  -1.68  1.09  0.644
C  1.55  1.77  0.67  0.286
C  0.70  2.04  -1.75  -0.409
H  -2.15  0.49  3.12  0.286
H  1.09  4.22  -1.81  0.284
H  -2.44  -1.49  -0.20  0.794
H  1.65  -3.76  0.04  0.573
H  1.09  -2.12  1.82  0.736
H  -0.26  2.36  -1.39  0.130
H  0.39  0.85  2.03  0.379
H  -2.13  -3.02  -1.90  0.152
H  1.12  3.77  0.47  0.765
H  1.84  0.48  -1.01  0.979
H  -1.12  2.58  2.52  0.397
H  -3.09  -0.47  1.94  0.340
H  1.26  -4.24  -2.51  0.295
H  0.54  1.76  -3.02  0.215
H  -1.76  0.84  0.01  0.277
H  0.41  0.15  -0.70  0.606
H  -0.79  3.03  0.65  0.249
H  -2.82  1.68  0.94  0.543
H  -0.32  -4.46  -2.83  0.382
H  2.69  3.10  -1.91  0.333
H  2.44  1.33  1.08  0.431
H  0.59  -5.57  -1.46  0.311
H  2.83  3.47  0.44  0.187

(2)
Entry from the OMol25 dataset: a single C15H23NO2 molecule in a non-equilibrium geometry (ωB97M-V with the def2-TZVPD basis set).

Its multiplicity is 1. The calculation puts the HOMO-LUMO gap at 8.99 eV. The value obtained for the calculated total energy is -21508.19644 eV. As for the SMILES: C[C@H]1CC[C@H]2[C@H](C)CC[C@@H](c3ccoc3)[N@@+]2([O-])C1. The calculation puts the energy above the lowest of the compared OMol25 structures with the same formula, charge and spin at 608.9 kJ/mol.

Last column: Mulliken charge in e.
Element x y z (Å)
O  -0.51  -1.98  -0.35  -1.014
O  3.49  -2.82  -1.06  -0.398
N  -0.25  -0.75  -0.29  1.714
C  -2.47  2.35  -0.75  -1.875
C  2.02  -1.18  -1.47  0.118
C  -1.25  1.50  -0.73  0.694
C  0.63  -0.59  -1.50  0.190
C  -2.40  -0.33  0.89  -1.311
C  0.52  -0.37  0.94  -1.061
C  2.10  -2.56  -1.39  -0.494
C  0.84  0.89  -1.90  -0.888
C  0.30  -0.20  3.51  -1.633
C  3.30  -0.62  -1.28  -0.695
C  -0.32  -0.61  2.17  0.274
C  -1.54  -0.05  -0.39  -0.491
C  -1.69  0.12  2.10  -0.920
C  -0.50  1.48  -2.04  -0.733
C  4.13  -1.61  -0.88  -0.298
H  1.44  1.29  -1.09  0.351
H  -2.65  -1.39  1.05  0.428
H  0.16  -1.13  -2.36  0.312
H  -1.05  0.84  -2.80  0.203
H  -3.37  1.92  -1.30  0.291
H  -2.26  3.33  -1.26  0.435
H  1.24  -0.77  3.62  0.400
H  1.25  -3.24  -1.42  0.481
H  -0.22  2.55  -2.38  0.359
H  1.28  1.11  -2.90  0.270
H  1.29  -1.03  1.02  0.630
H  0.49  0.82  3.69  0.392
H  3.49  0.42  -1.16  0.387
H  -0.49  -0.47  4.32  0.376
H  -2.81  2.76  0.26  0.309
H  -1.46  1.21  2.11  0.262
H  0.83  0.67  0.79  0.316
H  -2.06  -0.49  -1.28  0.448
H  -3.34  0.20  0.70  0.449
H  5.21  -1.50  -0.52  0.344
H  -0.72  1.85  0.03  0.391
H  -0.52  -1.61  2.19  0.469
H  -2.16  -0.01  3.09  0.520